C44H66CaO33 | ωB97M-V/def2-TZVPD

HOMO-LUMO gap	0.38611	hartree
charge	+2
HOMO energy	-13.93	eV

Last column: Mulliken charge in e.
Atoms and positions in Å:
Ca: 0.19 -0.09 0.17  2.05
C: 3.39 -3.46 -5.23  -1.44
C: 3.30 -3.62 -3.73  0.52
C: 4.42 -2.92 -2.95  -0.84
O: 3.79 -2.24 -1.90  -0.15
C: 2.47 -2.13 -2.15  -0.46
O: 1.64 -1.71 -1.32  0.84
O: 2.26 -2.76 -3.34  0.13
H: 3.66 -2.48 -5.62  0.36
H: 2.38 -3.61 -5.63  0.24
H: 4.07 -4.16 -5.72  0.44
H: 3.17 -4.65 -3.41  0.18
H: 4.74 -2.15 -3.65  0.37
H: 5.15 -3.68 -2.67  0.34
C: -5.58 -2.20 0.77  -1.29
C: -4.89 -3.38 1.40  0.80
C: -3.42 -3.38 1.09  0.88
O: -2.84 -3.83 2.20  -0.28
C: -3.65 -3.58 3.25  0.39
O: -3.35 -3.71 4.43  -0.57
O: -4.95 -3.34 2.80  -0.35
H: -5.87 -2.31 -0.28  0.37
H: -5.07 -1.24 0.89  0.03
H: -6.55 -2.15 1.27  0.48
H: -5.32 -4.33 1.06  0.28
H: -3.04 -2.39 0.87  -0.71
H: -3.15 -3.91 0.17  -0.29
C: -1.97 4.70 -1.49  -0.75
C: -1.79 6.07 -2.14  0.34
C: -2.70 7.17 -1.69  -0.45
O: -1.85 8.24 -1.37  -0.35
C: -0.62 7.75 -1.12  0.51
O: 0.31 8.38 -0.54  -0.58
O: -0.53 6.47 -1.57  -0.14
H: -1.11 4.06 -1.68  -0.27
H: -2.85 4.23 -1.91  0.61
H: -2.13 4.71 -0.41  0.01
H: -1.80 6.04 -3.23  0.38
H: -3.21 6.91 -0.76  0.21
H: -3.39 7.47 -2.48  0.36
C: 0.33 -0.61 -5.39  -1.26
C: 0.67 0.68 -4.73  0.49
C: -0.37 1.76 -5.10  -0.74
O: -0.71 2.27 -3.81  -0.35
C: -0.19 1.49 -2.81  -0.52
O: -0.42 1.55 -1.63  0.34
O: 0.53 0.48 -3.35  0.15
H: 0.81 -1.43 -4.86  -0.16
H: 0.82 -0.55 -6.36  0.55
H: -0.73 -0.89 -5.44  0.37
H: 1.69 0.96 -4.99  0.32
H: -1.23 1.36 -5.64  0.32
H: 0.16 2.55 -5.65  0.37
C: 2.38 5.95 0.47  -0.90
C: 1.88 4.92 1.51  0.40
C: 0.49 5.26 2.05  -0.60
O: -0.33 4.20 1.80  -0.20
C: 0.31 3.20 1.26  -0.05
O: -0.06 2.01 1.17  0.27
O: 1.60 3.61 0.96  -0.26
H: 3.35 5.64 0.09  -0.09
H: 2.59 6.95 0.88  0.44
H: 1.80 6.02 -0.44  0.19
H: 2.63 4.73 2.28  0.31
H: 0.05 6.09 1.50  0.26
H: 0.66 5.49 3.10  0.27
C: -3.67 -0.59 5.81  -1.25
C: -2.22 -0.25 5.61  0.56
C: -1.27 -1.41 5.73  -0.56
O: -0.45 -1.29 4.56  -0.31
C: -0.96 -0.43 3.73  0.00
O: -0.53 -0.21 2.64  0.31
O: -1.97 0.20 4.33  -0.27
H: -3.91 -0.98 6.80  0.40
H: -4.12 -1.28 5.10  0.14
H: -4.37 0.25 5.73  0.29
H: -1.93 0.55 6.29  0.21
H: -1.79 -2.37 5.77  0.30
H: -0.64 -1.42 6.62  0.38
C: 1.21 -5.69 -1.14  -1.14
C: 0.90 -5.54 0.35  0.30
C: 2.03 -5.06 1.24  -0.78
O: 1.78 -3.68 1.31  -0.20
C: 0.52 -3.43 0.96  -0.37
O: -0.01 -2.33 1.03  0.53
O: -0.02 -4.48 0.44  -0.14
H: 2.19 -6.11 -1.32  0.50
H: 1.35 -4.68 -1.53  -0.06
H: 0.40 -6.22 -1.64  0.41
H: 0.51 -6.48 0.75  0.44
H: 3.02 -5.26 0.82  0.36
H: 1.94 -5.54 2.22  0.34
C: 3.38 -2.08 5.71  -1.40
C: 3.59 -1.00 4.65  0.45
C: 4.70 -1.29 3.64  -0.74
O: 4.12 -0.81 2.39  -0.22
C: 2.85 -0.72 2.58  -0.09
O: 2.04 -0.37 1.76  -0.72
O: 2.53 -0.92 3.84  -0.07
H: 3.20 -3.06 5.26  0.31
H: 2.50 -1.80 6.29  0.26
H: 4.27 -2.30 6.31  0.43
H: 3.84 -0.03 5.09  0.25
H: 4.97 -2.34 3.63  0.30
H: 5.67 -0.83 3.83  0.36
C: -4.78 2.77 3.48  -1.41
C: -4.84 2.27 2.02  0.21
C: -4.36 3.08 0.82  -0.51
O: -3.46 2.25 0.10  -0.14
C: -3.21 1.16 0.80  0.04
O: -2.29 0.33 0.53  0.09
O: -3.96 1.16 1.90  -0.13
H: -5.38 3.67 3.60  0.45
H: -3.77 3.08 3.75  0.30
H: -5.18 1.96 4.08  0.28
H: -5.82 1.90 1.69  0.31
H: -3.87 3.99 1.15  0.24
H: -5.24 3.36 0.24  0.42
C: 5.41 4.04 -1.20  -1.58
C: 4.86 2.76 -1.91  0.35
C: 5.41 1.44 -1.39  -0.51
O: 4.31 0.72 -0.92  -0.42
C: 3.19 1.45 -1.07  -0.15
O: 2.05 1.03 -0.75  0.40
O: 3.47 2.63 -1.58  -0.26
H: 5.54 3.85 -0.14  0.42
H: 4.80 4.95 -1.31  0.30
H: 6.40 4.31 -1.56  0.45
H: 4.88 2.84 -3.00  0.27
H: 5.98 1.78 -0.53  0.34
H: 5.97 0.85 -2.12  0.32
C: -0.98 -4.85 -4.13  -0.89
C: -1.95 -3.72 -3.88  0.41
C: -2.92 -3.94 -2.82  -0.68
O: -2.85 -2.74 -2.03  -0.32
C: -1.70 -2.13 -2.32  -0.13
O: -1.19 -1.25 -1.60  0.50
O: -1.14 -2.70 -3.41  -0.12
H: -0.53 -5.13 -3.17  -0.13
H: -0.14 -4.44 -4.69  0.07
H: -1.32 -5.71 -4.71  0.52
H: -2.38 -3.44 -4.85  0.33
H: -2.74 -4.82 -2.21  0.31
H: -3.90 -3.98 -3.29  0.41



C44H66MgN2O2S2Si2 | ωB97M-V/def2-TZVPD

energy above the lowest of the compared OMol25 structures with the same formula, charge and spin	0.000	eV
HOMO-LUMO gap	0.21618	hartree
charge	-2
HOMO energy	-1.70	eV

Last column: Mulliken charge in e.
Atoms and positions in Å:
Mg: 0.53 -0.30 1.06  2.47
C: 0.32 -3.38 -0.07  -0.84
N: 0.51 -2.94 1.31  2.08
C: -0.61 -3.33 2.15  -1.57
C: -1.87 -2.55 1.81  -1.53
N: -1.68 -1.09 1.89  1.88
C: -2.39 -0.42 0.79  -0.38
C: -2.02 -0.59 3.20  -1.01
C: -3.32 -0.23 3.51  -0.64
C: -3.68 0.22 4.77  -0.92
C: -2.71 0.27 5.76  -0.62
C: -1.41 -0.07 5.47  -0.43
C: -1.00 -0.47 4.18  0.45
S: 0.67 -0.76 3.85  -0.42
C: 1.78 -3.42 1.78  -1.18
C: 1.89 -4.58 2.53  -0.45
C: 3.13 -5.10 2.87  -0.88
C: 4.28 -4.45 2.45  -0.65
C: 4.18 -3.27 1.73  -0.97
C: 2.94 -2.72 1.39  0.92
S: 2.90 -1.23 0.49  -0.41
H: 0.22 -4.48 -0.13  0.20
H: 1.18 -3.07 -0.66  0.17
H: -0.55 -2.91 -0.52  -0.32
H: -0.34 -3.13 3.19  0.72
H: -0.85 -4.40 2.04  0.48
H: -2.67 -2.87 2.48  0.38
H: -2.18 -2.80 0.79  0.60
H: -3.45 -0.71 0.72  0.43
H: -1.90 -0.68 -0.15  0.33
H: -2.33 0.65 0.93  -0.86
H: -4.09 -0.32 2.74  0.33
H: -4.70 0.52 4.97  0.39
H: -2.98 0.59 6.76  0.34
H: -0.64 -0.01 6.24  0.36
H: 1.00 -5.11 2.85  0.32
H: 3.19 -6.01 3.46  0.37
H: 5.26 -4.86 2.68  0.35
H: 5.07 -2.74 1.41  0.41
O: 3.87 0.16 3.69  -0.74
H: 2.98 0.01 4.05  0.31
H: 3.79 -0.10 2.76  0.28
C: 2.08 -0.43 -4.09  -1.94
C: 0.57 -0.32 -4.33  2.57
C: 0.23 1.18 -4.36  -1.66
C: 0.24 -0.92 -5.70  -2.01
Si: -0.42 -1.14 -2.88  -0.33
O: -0.11 -0.61 -1.44  0.05
C: -2.26 -0.85 -3.37  0.53
C: -3.02 0.01 -2.57  1.08
C: -4.36 0.25 -2.81  -1.02
C: -5.00 -0.36 -3.88  -0.72
C: -4.27 -1.20 -4.71  -0.97
C: -2.92 -1.44 -4.45  -0.54
C: -0.15 -3.03 -3.10  0.53
C: -1.22 -3.93 -3.21  -0.07
C: -1.01 -5.30 -3.37  -0.92
C: 0.28 -5.80 -3.41  -0.56
C: 1.35 -4.94 -3.25  -0.80
C: 1.13 -3.58 -3.09  -0.10
H: 2.63 0.24 -4.76  0.49
H: 2.44 -1.45 -4.29  0.44
H: 2.34 -0.18 -3.06  0.25
H: 0.70 1.67 -5.22  0.60
H: 0.59 1.66 -3.45  0.01
H: -0.85 1.34 -4.42  0.34
H: 0.90 -0.49 -6.46  0.54
H: -0.79 -0.70 -5.98  0.32
H: 0.38 -2.01 -5.70  0.26
H: -2.52 0.51 -1.75  -0.39
H: -4.92 0.91 -2.16  0.46
H: -6.05 -0.19 -4.07  0.35
H: -4.75 -1.66 -5.57  0.40
H: -2.38 -2.11 -5.11  0.45
H: -2.23 -3.56 -3.17  0.44
H: -1.86 -5.97 -3.47  0.38
H: 0.44 -6.87 -3.55  0.34
H: 2.36 -5.33 -3.23  0.39
H: 1.98 -2.93 -2.93  0.27
C: -0.94 2.69 -1.38  -2.48
C: -0.78 3.51 -0.10  3.59
C: -2.14 3.51 0.61  -2.06
C: -0.52 4.96 -0.53  -2.29
Si: 0.62 2.63 1.03  -1.47
C: 2.37 3.16 0.26  2.72
C: 2.77 4.64 0.41  -1.81
C: 2.39 2.80 -1.23  -2.28
C: 3.47 2.32 0.92  -1.62
C: 0.47 3.52 2.81  3.20
C: 1.74 3.27 3.63  -2.25
C: 0.22 5.03 2.80  -2.07
C: -0.67 2.85 3.59  -1.95
H: -1.90 2.90 -1.87  0.64
H: -0.86 1.61 -1.20  -0.03
H: -0.16 2.94 -2.09  0.11
H: -2.93 3.81 -0.09  0.58
H: -2.17 4.19 1.46  0.41
H: -2.39 2.51 0.98  0.03
H: -1.37 5.33 -1.12  0.50
H: 0.37 5.03 -1.17  0.38
H: -0.39 5.63 0.32  0.36
H: 2.03 5.32 -0.02  0.30
H: 3.73 4.82 -0.11  0.51
H: 2.91 4.91 1.46  0.30
H: 1.78 3.49 -1.82  0.31
H: 2.03 1.78 -1.38  0.20
H: 3.42 2.86 -1.61  0.66
H: 3.51 2.43 2.00  0.37
H: 4.45 2.61 0.51  0.52
H: 3.32 1.26 0.69  0.08
H: 2.60 3.83 3.24  0.40
H: 2.00 2.21 3.65  0.34
H: 1.58 3.59 4.67  0.57
H: 0.95 5.57 2.19  0.26
H: 0.28 5.43 3.82  0.58
H: -0.78 5.27 2.42  0.34
H: -0.47 1.78 3.69  -0.01
H: -1.64 2.96 3.10  0.18
H: -0.74 3.27 4.60  0.65



C44H66O33 | ωB97M-V/def2-TZVPD

energy above the lowest of the compared OMol25 structures with the same formula, charge and spin	5.205	eV
HOMO-LUMO gap	0.37616	hartree
HOMO energy	-10.66	eV
structure (SMILES)	C[C@H]1COC(=O)O1.C[C@H]1COC(=O)O1.C[C@H]1COC(=O)O1.C[C@H]1COC(=O)O1.C[C@H]1COC(=O)O1.C[C@H]1COC(=O)O1.C[C@H]1COC(=O)O1.C[C@H]1COC(=O)O1.C[C@H]1COC(=O)O1.C[C@H]1COC(=O)O1.C[C@H]1COC(=O)O1

Last column: Mulliken charge in e.
Atoms and positions in Å:
C: -5.05 -0.02 -0.06  -0.51
C: -6.14 0.33 -1.11  0.15
C: -7.34 -0.59 -0.99  -0.04
O: -8.40 0.34 -0.86  -0.37
C: -7.95 1.61 -0.74  0.60
O: -8.61 2.53 -0.36  -0.55
O: -6.64 1.67 -1.03  -0.39
H: -5.55 0.13 0.90  0.34
H: -4.19 0.59 -0.30  -0.15
H: -4.92 -1.09 -0.21  0.22
H: -5.71 0.27 -2.11  0.39
H: -7.28 -1.19 -0.08  0.04
H: -7.39 -1.22 -1.87  0.32
C: -1.45 -1.62 -0.35  -0.89
C: -1.23 -0.33 0.41  1.20
C: -0.42 -0.53 1.75  0.81
O: 0.59 0.47 1.56  0.22
C: 0.35 1.21 0.50  0.04
O: 0.90 2.24 0.21  -0.37
O: -0.50 0.62 -0.34  -0.39
H: -1.67 -1.33 -1.37  0.05
H: -2.06 -2.41 0.07  0.35
H: -0.49 -2.16 -0.43  -0.08
H: -2.21 0.09 0.65  -0.40
H: -0.19 -1.60 1.81  -0.82
H: -1.01 -0.44 2.66  0.16
C: -4.25 -5.96 -4.59  -1.36
C: -3.22 -4.87 -4.62  0.35
C: -3.46 -3.93 -5.88  -0.53
O: -3.26 -2.66 -5.29  -0.31
C: -3.43 -2.71 -3.95  0.47
O: -3.47 -1.79 -3.19  -0.37
O: -3.40 -3.97 -3.52  -0.27
H: -4.16 -6.79 -5.29  0.38
H: -5.22 -5.47 -4.56  0.35
H: -4.12 -6.56 -3.68  0.34
H: -2.16 -5.06 -4.79  0.34
H: -4.40 -4.07 -6.42  0.27
H: -2.71 -4.15 -6.64  0.34
C: 0.70 4.16 3.50  -0.65
C: -0.02 3.57 4.69  0.24
C: -1.37 2.86 4.38  -0.47
O: -1.04 1.49 4.49  -0.27
C: 0.13 1.30 5.12  0.66
O: 0.67 0.29 5.42  -0.48
O: 0.74 2.52 5.29  -0.39
H: 0.24 5.08 3.15  0.49
H: 0.62 3.40 2.73  -0.28
H: 1.75 4.30 3.76  0.29
H: -0.35 4.23 5.49  0.42
H: -1.59 3.04 3.32  0.18
H: -2.29 3.30 4.77  0.33
C: -3.79 -2.57 2.64  -0.83
C: -5.05 -3.27 2.10  0.45
C: -5.49 -4.48 2.94  -0.43
O: -6.82 -4.05 3.37  -0.36
C: -7.04 -2.77 3.03  0.59
O: -7.95 -2.09 3.37  -0.53
O: -6.12 -2.35 2.14  -0.22
H: -2.90 -3.18 2.83  0.39
H: -4.10 -2.06 3.55  0.47
H: -3.34 -1.86 1.94  -0.35
H: -5.02 -3.56 1.05  0.28
H: -4.99 -4.57 3.90  0.26
H: -5.50 -5.40 2.36  0.33
C: 2.00 -1.63 -2.28  -1.52
C: 3.48 -1.52 -2.63  2.05
C: 4.31 -2.79 -2.55  -0.11
O: 4.99 -2.80 -3.81  -0.40
C: 4.59 -1.77 -4.59  0.50
O: 5.06 -1.51 -5.64  -0.55
O: 3.54 -1.14 -4.00  -0.48
H: 1.36 -0.86 -2.72  0.35
H: 1.94 -1.53 -1.19  0.14
H: 1.57 -2.62 -2.47  0.44
H: 3.96 -0.71 -2.06  -0.99
H: 3.51 -3.52 -2.41  0.24
H: 5.00 -2.82 -1.71  0.24
C: 2.76 4.88 0.29  -0.52
C: 4.11 5.41 0.36  1.24
C: 4.25 6.82 -0.27  -0.43
O: 4.64 7.68 0.81  -0.34
C: 4.99 6.92 1.84  0.53
O: 5.60 7.30 2.80  -0.55
O: 4.46 5.67 1.73  -0.32
H: 2.75 4.07 1.03  -0.83
H: 2.46 4.69 -0.74  0.39
H: 1.96 5.50 0.71  0.61
H: 4.83 4.84 -0.23  -0.45
H: 3.29 7.27 -0.51  0.30
H: 4.97 6.81 -1.09  0.31
C: -1.08 3.61 -2.52  -1.54
C: -2.25 2.76 -2.98  1.46
C: -3.64 3.28 -2.53  -0.02
O: -4.18 3.65 -3.81  -0.38
C: -3.50 3.11 -4.83  0.58
O: -3.79 3.11 -5.98  -0.54
O: -2.30 2.67 -4.38  -0.40
H: -1.06 3.76 -1.44  0.26
H: -1.09 4.64 -2.89  0.43
H: -0.18 3.02 -2.73  0.33
H: -2.11 1.77 -2.52  -0.32
H: -3.60 4.26 -2.04  0.30
H: -4.28 2.57 -2.01  -0.14
C: 4.03 2.10 -1.58  -0.26
C: 5.53 2.01 -1.80  0.31
C: 6.41 2.50 -0.61  -0.20
O: 7.16 1.40 -0.23  -0.42
C: 6.90 0.34 -1.00  0.48
O: 7.50 -0.69 -0.99  -0.55
O: 5.88 0.62 -1.84  -0.27
H: 3.65 2.93 -2.20  0.64
H: 3.63 2.35 -0.60  -0.53
H: 3.43 1.27 -1.95  -0.01
H: 5.90 2.55 -2.68  0.39
H: 5.70 2.83 0.16  0.08
H: 7.05 3.27 -1.05  0.46
C: 2.72 -6.19 1.97  -1.48
C: 2.13 -4.83 1.56  0.70
C: 0.59 -4.76 1.74  -0.14
O: 0.41 -4.00 2.90  -0.34
C: 1.50 -3.26 3.15  0.57
O: 1.55 -2.35 3.90  -0.48
O: 2.55 -3.79 2.47  -0.28
H: 2.13 -6.54 2.81  0.34
H: 3.77 -6.12 2.26  0.36
H: 2.55 -6.81 1.09  0.42
H: 2.45 -4.58 0.55  -0.05
H: 0.18 -5.75 1.94  0.48
H: 0.18 -4.30 0.84  -0.04
C: 3.47 2.16 2.65  -0.53
C: 4.44 1.01 2.47  0.07
C: 4.39 -0.11 3.56  -0.52
O: 4.65 -1.23 2.77  -0.38
C: 4.25 -1.05 1.51  0.05
O: 4.06 -1.93 0.74  -0.47
O: 4.12 0.26 1.27  0.45
H: 3.13 2.29 3.68  0.51
H: 2.52 2.11 2.12  -0.25
H: 3.94 3.07 2.26  0.15
H: 5.46 1.39 2.54  0.27
H: 3.43 -0.10 4.08  0.14
H: 5.11 0.14 4.34  0.43